[1]
{"formula": "C4H8O2S", "method": "ωB97M-V with the def2-TZVPD basis set", "species": ["C", "C", "C", "C", "H", "H", "H", "H", "H", "H", "H", "H", "O", "O", "S"], "coordinates": [[0.13728, 1.21478, 0.44680], [-1.27695, 0.68056, 0.31394], [-0.68380, -0.61919, -0.49081], [0.56190, -0.27632, 0.30382], [1.48223, 1.31612, -1.12323], [0.64284, 1.74596, 1.38077], [-1.84993, 1.27104, -0.46252], [-1.93298, 0.27950, 1.05846], [-0.63006, -0.50845, -1.60575], [-1.13701, -2.53752, -1.36678], [0.29207, -0.65513, 1.29700], [2.73135, -1.12941, 1.26030], [0.50226, 1.76885, -0.77546], [-1.19667, -1.89090, -0.09735], [2.35747, -0.65989, -0.13920]], "mulliken_charge": [0.490, -1.013, 0.292, -0.692, 0.301, 0.231, 0.281, 0.352, 0.319, 0.390, 0.276, 0.177, -0.515, -0.622, -0.267], "e_above_lowest_kj_mol": 554.37, "spin_multiplicity": 1, "charge": 0, "energy_ev": -19202.6525}

[2]
{"formula": "C9H21NP", "method": "ωB97M-V with the def2-TZVPD basis set", "species": ["C", "C", "C", "C", "C", "C", "C", "C", "C", "N", "P", "H", "H", "H", "H", "H", "H", "H", "H", "H", "H", "H", "H", "H", "H", "H", "H", "H", "H", "H", "H", "H"], "coordinates": [[2.03686, 0.32436, -0.78345], [-1.11767, -1.28851, -0.58737], [-0.97383, -2.10536, 0.61491], [2.18433, 0.14320, 1.87273], [-2.47282, -0.54867, -0.83514], [2.48690, 0.84227, 0.58543], [-2.83944, 0.40998, 0.27641], [-1.63573, 1.35288, 0.52249], [-0.80415, 1.59784, -0.65889], [2.64928, -0.82633, -1.35120], [0.18110, 0.10318, -1.06489], [2.30043, 1.23390, -1.47205], [-1.58320, -2.91382, 0.70185], [-1.13451, -1.61681, 1.55524], [0.02694, -2.41283, 0.80286], [2.43253, 0.92345, 2.73652], [2.76284, -0.75139, 2.00753], [1.17047, -0.10396, 2.00922], [-1.15750, -2.09530, -1.42863], [-3.25866, -1.30926, -0.90948], [-2.33712, -0.08649, -1.76653], [3.54753, 0.84524, 0.52152], [2.22231, 1.87455, 0.70453], [-2.94897, -0.01614, 1.27132], [-3.83671, 0.95065, 0.02650], [-2.12317, 2.27961, 1.00836], [-0.82767, 0.97164, 1.09800], [-1.33206, 1.94081, -1.60744], [-0.14661, 2.34327, -0.46994], [2.88334, -0.88142, -2.32374], [3.29029, -1.20412, -0.67216], [0.35466, 0.02357, -2.38448]], "mulliken_charge": [0.348, 0.598, -1.798, -1.017, -1.088, -0.992, -0.513, -0.584, -1.060, -0.508, -0.025, 0.330, 0.484, 0.379, 0.451, 0.292, 0.362, 0.249, 0.368, 0.479, 0.391, 0.561, 0.397, 0.304, 0.355, 0.383, 0.242, 0.454, 0.679, 0.211, 0.224, 0.045], "e_above_lowest_kj_mol": 83.29, "spin_multiplicity": 1, "charge": 1, "energy_ev": -20444.1343}

[3]
{"formula": "C2H4P2", "method": "ωB97M-V with the def2-TZVPD basis set", "species": ["C", "C", "P", "P", "H", "H", "H", "H"], "coordinates": [[1.00822, 0.15323, -0.18768], [-1.42894, -1.04516, 0.73832], [1.19356, 1.82192, -0.34377], [-2.90270, -1.07587, 0.15342], [0.69519, -0.41817, -0.99900], [1.38174, -0.32463, 0.76257], [0.72407, 2.17566, -1.59167], [-0.67114, -1.28697, 1.46780]], "mulliken_charge": [-0.640, -0.084, -0.058, -0.193, 0.389, 0.295, 0.001, 0.290], "e_above_lowest_kj_mol": 242.79, "spin_multiplicity": 1, "smiles": "C#P.C=P", "charge": 0, "energy_ev": -20712.2842}

[4]
{"formula": "C42H35N5O2PdSTe", "method": "ωB97M-V with the def2-TZVPD basis set", "species": ["Pd", "C", "C", "C", "C", "C", "O", "C", "C", "C", "C", "C", "C", "C", "O", "C", "C", "C", "N", "C", "C", "Te", "C", "C", "C", "C", "C", "C", "C", "C", "C", "C", "C", "C", "H", "H", "H", "H", "H", "H", "H", "H", "H", "H", "H", "H", "H", "H", "H", "H", "H", "H", "H", "H", "H", "H", "H", "H", "N", "C", "C", "C", "C", "C", "C", "C", "C", "C", "H", "H", "H", "H", "C", "C", "C", "N", "N", "C", "N", "S", "H", "H", "H", "H", "H", "H", "H"], "coordinates": [[-1.09706, -0.66675, 0.39110], [4.96594, 3.41205, 1.18950], [3.91124, 2.35085, 1.06080], [4.22414, 0.99325, 1.05200], [3.23684, 0.02895, 0.92720], [3.51374, -1.41825, 0.98710], [2.71844, -2.20695, 1.48160], [4.80054, -1.92575, 0.43770], [5.26034, -3.15915, 0.90260], [6.47494, -3.66575, 0.48300], [7.24664, -2.94895, -0.41820], [6.77324, -1.75205, -0.93140], [5.55304, -1.24675, -0.51820], [1.85444, 0.41115, 0.83660], [0.98904, -0.50955, 0.70990], [1.53384, 1.81365, 0.85770], [2.58484, 2.73405, 0.97810], [0.16794, 2.26825, 0.78090], [-0.86976, 1.48145, 0.88950], [-2.20776, 1.98505, 0.64620], [-2.52526, 2.05765, -0.84490], [-2.00276, 0.22515, -1.93880], [-0.15136, 1.06405, -2.63180], [-0.16366, 2.27055, -3.32080], [1.03104, 2.87115, -3.67990], [2.23684, 2.26625, -3.35940], [2.24724, 1.03985, -2.71460], [1.05444, 0.43195, -2.35840], [-0.02626, 3.73365, 0.58670], [-0.62296, 4.49635, 1.58750], [-0.88476, 5.83885, 1.37860], [-0.57336, 6.43065, 0.16550], [0.06434, 5.68705, -0.81370], [0.35024, 4.35005, -0.60000], [5.96194, 2.98545, 1.25070], [4.79564, 4.01405, 2.08110], [4.93334, 4.08075, 0.33000], [5.24974, 0.68075, 1.19210], [4.64644, -3.70455, 1.60500], [6.82624, -4.61445, 0.86360], [8.21254, -3.32565, -0.72300], [7.36424, -1.20685, -1.65430], [5.18384, -0.32725, -0.94820], [2.35594, 3.79035, 1.04810], [-2.35406, 2.99325, 1.05030], [-2.90386, 1.29235, 1.13830], [-1.95086, 2.85915, -1.31420], [-3.58876, 2.23765, -0.99720], [-1.10926, 2.74225, -3.55970], [1.01564, 3.81905, -4.19890], [3.16864, 2.74715, -3.61880], [3.18864, 0.56335, -2.47950], [1.06014, -0.52755, -1.85130], [-0.86576, 4.04045, 2.53740], [-1.35356, 6.42215, 2.15730], [-0.80746, 7.47045, -0.01100], [0.32914, 6.14175, -1.75690], [0.87314, 3.77635, -1.34980], [-11.06966, -0.95145, 0.28690], [-9.92856, -1.03005, 0.38410], [-8.52436, -1.08725, 0.46580], [-7.83896, -0.17025, 1.26620], [-6.46456, -0.17585, 1.29390], [-5.74116, -1.10125, 0.52980], [-6.43696, -2.02445, -0.26080], [-7.81276, -2.01995, -0.29250], [-4.32756, -1.07905, 0.55890], [-3.11986, -1.05375, 0.72620], [-8.39846, 0.54125, 1.85490], [-5.93346, 0.53775, 1.90790], [-5.88276, -2.74045, -0.85020], [-8.35556, -2.72755, -0.90250], [-0.61856, -7.06835, -0.75600], [-1.83196, -6.27685, -0.25620], [-1.39356, -4.98965, 0.33670], [-1.28026, -3.88165, -0.28870], [-0.77806, -2.88095, 0.43040], [-0.47876, -3.21065, 1.66320], [0.01534, -2.34665, 2.56630], [-0.85656, -4.88185, 2.02110], [-0.94106, -7.97955, -1.25410], [0.02744, -7.34425, 0.07480], [-0.04446, -6.46495, -1.45540], [-2.36736, -6.86285, 0.49300], [-2.50436, -6.06335, -1.08820], [0.60174, -1.62155, 2.13420], [0.38534, -2.73675, 3.41960]], "mulliken_charge": [0.225, -1.710, 0.279, -0.591, 1.303, -0.326, -0.649, 0.670, -0.520, -0.651, -0.424, -0.922, -0.064, -0.357, -0.761, 0.890, -0.894, 0.675, -0.174, -0.589, -0.982, 0.216, -0.022, -0.301, -0.674, -0.547, -0.126, -0.556, -0.742, -0.125, -0.903, -0.547, -1.097, 0.462, 0.382, 0.382, 0.330, 0.616, 0.452, 0.397, 0.399, 0.397, 0.390, 0.591, 0.341, 0.453, 0.265, 0.600, 0.445, 0.408, 0.410, 0.363, 0.493, 0.545, 0.402, 0.396, 0.450, 0.646, -0.504, 0.050, 0.504, -0.709, -0.415, 0.457, -0.458, -0.671, 0.452, -1.021, 0.441, 0.467, 0.501, 0.436, -1.082, -0.474, 0.402, -1.030, 0.536, 0.496, -0.347, -0.236, 0.349, 0.316, 0.325, 0.312, 0.259, 0.343, 0.279], "spin_multiplicity": 1, "charge": 0, "energy_ev": -77272.9206}

[5]
{"formula": "C29H32AsCaI2N5O3S4", "method": "ωB97M-V with the def2-TZVPD basis set", "species": ["Ca", "I", "C", "C", "C", "I", "C", "O", "C", "C", "N", "C", "C", "C", "C", "C", "C", "N", "C", "H", "H", "H", "H", "H", "H", "H", "H", "H", "H", "H", "O", "C", "C", "C", "C", "C", "C", "C", "O", "N", "N", "C", "S", "C", "C", "S", "H", "H", "H", "H", "H", "H", "H", "H", "H", "S", "C", "C", "N", "C", "H", "H", "H", "C", "As", "C", "C", "S", "H", "H", "H", "H", "H", "H", "H", "H", "H"], "coordinates": [[0.16289, 0.59863, 0.65229], [-3.16136, 7.44696, 0.10058], [-2.22856, 5.68346, 0.72143], [-2.61976, 5.06279, 1.89598], [-1.98667, 3.90066, 2.29133], [-2.61613, 2.92032, 4.01724], [-0.92979, 3.30671, 1.56254], [-0.34798, 2.23538, 1.98872], [-0.58060, 3.94621, 0.33585], [0.49278, 3.40802, -0.58058], [0.16706, 2.11234, -1.21838], [-1.03945, 2.10269, -2.02945], [-2.21069, 1.29455, -1.50613], [-3.32740, 1.17490, -2.33336], [-4.46657, 0.56705, -1.84226], [-4.45916, 0.07393, -0.54179], [-3.29853, 0.20324, 0.19662], [-2.19732, 0.79495, -0.27447], [-1.22305, 5.11611, -0.04658], [-3.41653, 5.47560, 2.49972], [1.44105, 3.27599, -0.05098], [0.64024, 4.16478, -1.36043], [0.97845, 1.78504, -1.74013], [-0.80714, 1.73272, -3.02937], [-1.41648, 3.12752, -2.13574], [-3.29782, 1.58741, -3.33394], [-5.35274, 0.48038, -2.45795], [-5.32950, -0.39663, -0.10756], [-3.23986, -0.16875, 1.21326], [-0.92809, 5.59703, -0.97244], [4.46672, 1.17532, 2.21534], [4.22316, 0.46735, 3.33532], [5.14689, 0.58937, 4.37667], [4.97155, -0.10052, 5.55582], [3.86775, -0.93307, 5.72761], [2.95659, -1.06100, 4.70153], [3.10815, -0.37545, 3.49129], [2.10886, -0.55420, 2.39832], [2.29046, 0.14215, 1.32381], [1.15900, -1.42513, 2.62469], [0.26488, -1.68986, 1.57343], [-0.43167, -2.71671, 1.86326], [-1.69990, -3.27684, 0.77457], [-1.84822, -4.90345, 1.56389], [-1.67201, -4.68854, 3.05433], [-0.20096, -3.65656, 3.32524], [3.71291, 0.98158, 1.60975], [5.99501, 1.24367, 4.22445], [5.69760, 0.01100, 6.35131], [3.72469, -1.47037, 6.65524], [2.09078, -1.69924, 4.81051], [-1.08278, -5.57138, 1.17013], [-2.83312, -5.30422, 1.32693], [-1.52209, -5.63218, 3.57790], [-2.54495, -4.18874, 3.47413], [4.70144, -0.76091, -2.55228], [4.60301, 0.63430, -3.53980], [3.65508, 1.46974, -3.04468], [3.01111, 1.03319, -1.91776], [3.46594, -0.12942, -1.55496], [5.23064, 0.77882, -4.40163], [3.39185, 2.42716, -3.46945], [3.10492, -0.65723, -0.68434], [-0.16463, -4.15835, -3.23387], [-0.83970, -2.35824, -3.43235], [-1.03147, -2.09155, -5.33976], [-2.65149, -2.41753, -2.75954], [0.39967, -0.92609, -2.56268], [-0.84353, -4.87210, -3.69921], [-0.06863, -4.36747, -2.16968], [0.81772, -4.21555, -3.69877], [-1.56590, -2.92676, -5.79094], [-0.04016, -1.99785, -5.77871], [-1.58142, -1.16649, -5.50561], [-3.30703, -2.88617, -3.49290], [-2.97751, -1.40017, -2.55826], [-2.66045, -2.98425, -1.83230]], "mulliken_charge": [1.748, 0.031, -0.502, -0.312, -0.453, 0.017, 0.632, -1.072, 0.644, -1.124, 0.290, -1.581, 1.062, -0.953, -0.523, -0.751, -0.711, 0.460, -0.511, 0.356, 0.360, 0.553, -0.046, 0.478, 0.422, 0.531, 0.411, 0.450, 0.588, 0.367, -0.766, 0.480, -0.731, -0.247, -0.861, -0.404, -0.091, 1.097, -0.460, -0.306, -0.328, -0.146, 0.034, -0.659, -0.616, -0.040, 0.286, 0.439, 0.370, 0.406, 0.441, 0.293, 0.397, 0.382, 0.292, -0.163, -0.251, -0.698, -0.050, -0.171, 0.441, 0.399, 0.243, -1.041, 0.424, -1.123, -0.311, -0.341, 0.404, 0.271, 0.355, 0.403, 0.353, 0.344, 0.490, -0.198, 0.094], "e_above_lowest_kj_mol": 107.79, "spin_multiplicity": 1, "charge": 0, "energy_ev": -183009.2671}